DFT (wB97M-V/def2-TZVPD) results for 12 unconnected molecules or ions with the total composition C64H164N12O20.

```
! wB97M-V def2-TZVPD RIJCOSX def2/J DEFGRID3
* xyz 0 1
C 0.14158 0.36253 2.68901
O 0.77951 -0.35888 1.71297
C -0.02280 -0.49369 0.52430
C -1.40975 -1.30837 0.72744
C -1.17115 -2.80865 1.26516
N -2.09122 -1.46546 -0.53667
H -0.26059 1.29526 2.29358
H 0.60084 0.46021 3.67270
H -0.66401 -0.30670 2.99109
H -0.32662 0.43064 0.03297
H 0.54378 -1.06387 -0.21190
H -1.99702 -0.70111 1.41624
H -0.48262 -3.26383 0.55322
H -2.04464 -3.42786 1.46933
H -0.54314 -2.93825 2.14658
H -2.97509 -1.89449 -0.30251
H -2.30983 -0.64367 -1.08162
C -7.84108 -1.51682 -0.11589
O -7.30250 -2.47481 0.82148
C -7.37334 -1.98029 2.23565
C -7.23033 -3.14158 3.26199
C -8.29044 -4.23532 2.90990
N -7.36961 -2.62498 4.61033
H -7.16503 -0.69223 -0.34197
H -8.77315 -1.10970 0.27605
H -8.03739 -2.03189 -1.05624
H -6.59146 -1.22845 2.34286
H -8.34120 -1.53542 2.46679
H -6.21499 -3.51356 3.12489
H -8.24587 -5.16502 3.47715
H -8.11622 -4.42597 1.85093
H -9.33758 -3.93813 2.96701
H -7.12015 -3.29256 5.32602
H -8.31473 -2.36196 4.85048
C -8.25285 4.04919 -3.42811
O -6.96647 3.93805 -2.95331
C -6.59795 5.08604 -2.15658
C -5.11021 5.15861 -2.05127
C -4.42288 4.00316 -1.32809
N -4.75219 6.31159 -1.34005
H -8.18973 3.67093 -4.44841
H -8.70039 5.01607 -3.65821
H -8.83363 3.37450 -2.79914
H -6.95010 6.02676 -2.57982
H -7.13408 4.89455 -1.22706
H -4.68951 5.34178 -3.03998
H -4.67859 3.09945 -1.88130
H -4.79662 3.98460 -0.30434
H -3.35648 4.02831 -1.10386
H -3.82130 6.44731 -0.97244
H -4.66510 7.07499 -1.99560
C -6.67472 -7.18841 -2.51364
O -7.95596 -7.69531 -2.92205
C -8.43014 -7.08887 -4.11681
C -9.82876 -7.68581 -4.53737
C -9.80688 -9.17345 -4.58950
N -10.27870 -7.19986 -5.87203
H -6.83990 -6.11212 -2.46434
H -5.85970 -7.46062 -3.18427
H -6.25294 -7.52076 -1.56510
H -8.50164 -6.01128 -3.96922
H -7.75651 -7.30053 -4.94718
H -10.53051 -7.33377 -3.78126
H -9.58405 -9.64614 -3.63294
H -9.00043 -9.34892 -5.30151
H -10.80615 -9.42642 -4.94384
H -11.25295 -7.27683 -6.12705
H -10.12730 -6.20306 -5.93187
C -2.84811 6.62418 7.23958
O -2.50862 5.24163 7.63102
C -3.44935 4.28098 7.01887
C -3.03020 2.89259 7.27726
N -2.99591 2.55191 8.72907
C -2.38867 1.21301 8.78269
C -2.43496 0.47526 10.17668
O -1.63330 1.13088 11.13486
C -2.16263 0.90027 12.39563
H -2.08718 7.28479 7.65511
H -3.80106 7.02750 7.58210
H -2.90398 6.77803 6.16194
H -3.59906 4.49027 5.95967
H -4.44656 4.47607 7.41331
H -2.02146 3.01848 6.88393
H -3.47782 2.11776 6.65485
H -2.33074 3.10171 9.25383
H -1.39393 1.37768 8.36858
H -2.92515 0.55857 8.09567
H -1.89226 -0.46184 10.05250
H -3.48901 0.42915 10.45048
H -1.48838 1.48176 13.02442
H -2.24254 -0.09202 12.83957
H -3.14789 1.36112 12.46611
C 5.64374 2.45892 -0.95723
O 6.47411 3.32924 -0.11741
C 6.36259 2.95842 1.22969
C 7.57257 3.11879 2.14898
N 8.72232 2.24078 1.70127
C 9.35642 2.56025 0.42847
C 10.13552 3.86621 0.28639
O 9.67976 4.94373 -0.50223
C 9.54277 4.57595 -1.87287
H 4.60407 2.77638 -1.03742
H 5.79708 1.38595 -0.84185
H 5.93061 2.68807 -1.98353
H 5.97048 1.96104 1.42865
H 5.63130 3.60698 1.71205
H 7.20482 2.60723 3.03844
H 7.75442 4.15006 2.45144
H 8.50200 1.25540 1.67746
H 8.60119 2.35633 -0.33057
H 9.99982 1.72425 0.15413
H 11.08248 3.52468 -0.13158
H 10.25885 4.31969 1.26988
H 9.35651 5.52218 -2.38085
H 8.77375 3.85532 -2.15106
H 10.48577 4.20617 -2.27550
C 4.02576 -15.66165 -0.66537
O 2.79455 -15.69708 -1.25263
C 1.64415 -15.84901 -0.31038
C 1.09954 -14.54726 0.35222
N 0.37964 -13.69860 -0.62159
C -0.44396 -12.72003 0.03061
C -1.24610 -11.95290 -0.99305
O -0.58896 -10.87502 -1.73006
C 0.14398 -9.90180 -1.06584
H 4.48002 -14.82253 -1.19230
H 4.61579 -16.53922 -0.92965
H 4.14592 -15.26909 0.34436
H 1.88209 -16.58516 0.45745
H 0.90799 -16.44858 -0.84579
H 2.06291 -14.20275 0.72817
H 0.46223 -14.83947 1.18680
H 1.01212 -13.34528 -1.32534
H 0.11232 -12.01049 0.64315
H -1.10998 -13.25314 0.70906
H -2.03585 -11.45452 -0.43091
H -1.77937 -12.64033 -1.64969
H -0.28641 -9.12398 -0.43507
H 0.51253 -9.23316 -1.84378
H 0.95395 -10.32121 -0.46904
C 7.64390 -3.59594 2.64490
O 6.43001 -2.93104 2.67199
C 5.52760 -3.48880 3.63596
C 4.31289 -4.05051 2.95035
N 4.28156 -5.49289 2.46722
C 4.40241 -6.53344 3.53827
C 3.24700 -6.59681 4.51373
O 2.10025 -7.08458 3.77910
C 1.07677 -7.70874 4.54071
H 8.37171 -3.32860 3.41102
H 8.12573 -3.38171 1.69094
H 7.47609 -4.67058 2.71619
H 5.30646 -2.67533 4.32696
H 5.96065 -4.28072 4.24704
H 4.10409 -3.44623 2.06754
H 3.41447 -3.79379 3.51160
H 3.40220 -5.56840 1.97617
H 5.35058 -6.42154 4.06416
H 4.48413 -7.44053 2.93944
H 3.03951 -5.70303 5.10213
H 3.54323 -7.29202 5.29923
H 1.64550 -8.32222 5.23949
H 0.55802 -8.38838 3.86461
H 0.42812 -7.02368 5.08663
C 3.32383 8.63163 -7.66987
O 4.59922 8.20695 -8.17125
C 5.02762 6.85600 -7.86364
C 4.42497 5.66055 -8.58664
N 3.13547 5.13951 -8.14403
C 3.10239 4.66985 -6.73742
C 1.76489 3.89785 -6.50384
O 2.14722 2.57098 -6.07510
C 1.00978 1.73172 -5.93993
H 3.01880 8.10486 -6.76568
H 2.52154 8.44183 -8.38289
H 3.32340 9.70180 -7.46288
H 5.01034 6.74464 -6.77948
H 6.08098 6.93870 -8.13134
H 5.16888 4.87546 -8.45125
H 4.42759 5.70923 -9.67555
H 3.11849 4.27485 -8.66572
H 3.14413 5.45409 -5.98157
H 3.91798 3.94672 -6.73435
H 1.15323 3.84560 -7.40454
H 1.22451 4.44295 -5.72992
H 0.49960 2.24936 -5.12760
H 1.23735 0.68026 -5.76460
H 0.30506 1.73612 -6.77147
C 7.89431 8.43192 1.68742
O 7.22070 8.75541 0.55111
C 6.00190 8.03496 0.27631
C 5.67016 8.14867 -1.22600
N 4.55784 7.26468 -1.61336
C 3.25801 7.95822 -1.50398
C 2.02468 7.00131 -1.51353
O 1.21004 7.12166 -0.27229
C 1.94950 6.71400 0.91268
H 8.94864 8.69482 1.77326
H 7.82987 7.36036 1.87642
H 7.30710 8.95945 2.43907
H 5.26837 8.33934 1.02289
H 6.04737 6.94652 0.31316
H 6.61394 7.95564 -1.73601
H 5.38810 9.17188 -1.47420
H 4.81181 6.29585 -1.48316
H 3.46344 8.70086 -2.27495
H 3.33073 8.49963 -0.56076
H 2.27891 5.94744 -1.62661
H 1.35054 7.27041 -2.32668
H 2.08348 7.55736 1.59010
H 2.79634 6.03387 0.82093
H 1.11610 6.15180 1.33393
C -5.18616 -1.10889 -7.89712
O -4.53313 -2.04173 -8.61982
C -5.28990 -2.68295 -9.67294
C -5.09218 -1.82947 -11.02888
N -5.09316 -2.79383 -12.17311
C -4.93858 -2.14557 -13.40861
C -3.38383 -2.10594 -13.52763
O -2.90399 -3.41835 -13.45485
C -1.60514 -3.70125 -13.99070
H -6.04656 -1.58707 -7.42896
H -5.47413 -0.21349 -8.44794
H -4.48240 -0.86127 -7.10244
H -6.27380 -2.94857 -9.28629
H -4.71503 -3.60396 -9.76969
H -4.11760 -1.34920 -10.94154
H -5.87706 -1.07320 -11.04002
H -4.24671 -3.30889 -11.97735
H -5.46128 -1.19090 -13.46778
H -5.29280 -2.73978 -14.25096
H -3.00129 -1.33933 -12.85378
H -3.30166 -1.69210 -14.53265
H -0.81284 -3.14408 -13.49078
H -1.47802 -3.46480 -15.04713
H -1.55775 -4.78746 -13.91322
C 1.87657 8.73013 10.23254
O 1.63077 7.76908 11.22975
C 2.43184 6.58215 11.05378
C 1.59956 5.43444 10.39944
N 1.39094 5.55523 8.96260
C 2.56561 5.60593 8.15033
C 2.36196 6.29789 6.78012
O 3.63210 6.58661 6.21902
C 4.18412 7.86959 6.63717
H 1.91604 8.28007 9.24059
H 2.88207 9.12316 10.38290
H 1.24683 9.61520 10.14199
H 2.50925 6.16301 12.05699
H 3.44769 6.72683 10.68604
H 0.63284 5.45358 10.90263
H 2.05945 4.46704 10.60124
H 0.65022 6.19927 8.72460
H 3.01750 4.64434 7.90694
H 3.30252 6.24481 8.63703
H 1.76442 7.20945 6.79018
H 1.72070 5.62329 6.21283
H 3.73273 8.37847 7.48886
H 3.81573 8.50592 5.83252
H 5.26561 7.76017 6.71796
*
```

The calculation puts the energy relative to the best compared isomer or geometry (same formula, charge and spin) at 257.8 kcal per mole. The value obtained for the largest force on an atom is 4.22 eV/A. The SMILES is COC[C@H](C)N.COC[C@H](C)N.COC[C@H](C)N.COC[C@H](C)N.COCCNCCOC.COCCNCCOC.COCCNCCOC.COCCNCCOC.COCCNCCOC.COCCNCCOC.COCCNCCOC.COCCNCCOC.

Mulliken population analysis, charges in e, atoms 1 to 99: -0.759, -0.284, -0.733, 0.368, -1.292, -0.693, 0.335, 0.282, 0.259, 0.354, 0.362, 0.309, 0.366, 0.348, 0.309, 0.235, 0.233, -0.689, -0.264, -0.753, 0.324, -1.266, -0.663, 0.267, 0.307, 0.241, 0.367, 0.350, 0.281, 0.366, 0.333, 0.295, 0.256, 0.247, -0.804, -0.281, -0.659, 0.815, -1.505, -0.769, 0.260, 0.353, 0.258, 0.294, 0.275, 0.201, 0.326, 0.372, 0.384, 0.221, 0.258, -0.664, -0.324, -0.721, 0.457, -1.267, -0.720, 0.253, 0.287, 0.266, 0.381, 0.365, 0.271, 0.293, 0.313, 0.364, 0.230, 0.217, -0.828, -0.206, -0.815, -0.474, -0.449, -0.706, -0.653, -0.267, -0.815, 0.220, 0.318, 0.356, 0.425, 0.404, 0.284, 0.468, 0.290, 0.443, 0.389, 0.323, 0.393, 0.248, 0.298, 0.358, -0.935, -0.140, -0.590, -0.700, -0.437, -0.271, -0.743